No. 1
Density functional theory data (ωB97M-V/def2-TZVPD) for C19H33CuN5S3 as an isolated structure.

Geometry as XYZ:
```
61
Properties=species:S:1:pos:R:3:forces:R:3:nbo_charge:R:1
Cu 0.88158 -1.90399 -0.59694 -0.05 0.01 -0.31 0.70
S 2.89789 -1.92241 -1.70166 0.02 -0.12 0.02 -0.39
S 0.91613 -2.68739 3.89789 -0.04 -0.08 0.04 0.47
S -1.10775 -1.34371 -1.58359 0.06 0.14 0.12 -0.38
N 1.00771 -1.97285 1.42975 0.22 0.09 0.33 -0.58
N 3.14502 -2.47983 -4.31322 0.08 0.15 -0.01 -0.57
N 2.19700 -4.10802 -3.03558 -0.02 0.02 0.08 -0.57
N -2.12654 1.03895 -1.19857 0.17 0.02 -0.01 -0.58
N -1.56332 -0.14579 0.75542 0.14 0.13 -0.15 -0.60
C 1.74604 -1.02318 2.14263 -0.14 -0.02 -0.22 0.16
C 2.73198 -2.88292 -3.11439 -0.16 0.02 0.00 0.37
C -1.38371 0.85952 1.81833 -0.01 -0.20 -0.09 -0.23
C -1.61368 -0.02499 -0.58012 -0.23 -0.04 0.08 0.38
C -2.84605 2.20160 -0.67101 -0.02 -0.12 -0.06 -0.22
C 2.04497 -5.03548 -4.14203 -0.01 0.03 0.04 -0.44
C -1.46269 3.98973 -1.82960 0.03 0.01 -0.04 -0.40
C -0.67498 5.28203 -1.65722 0.01 0.01 0.03 -0.60
C 0.54199 -2.87581 2.23584 -0.07 -0.05 -0.04 -0.11
C 3.08858 0.72204 3.80995 -0.02 0.00 -0.04 -0.19
C 2.46916 -0.37342 4.37207 0.00 -0.01 -0.05 -0.20
C 3.71062 -1.17499 -4.63587 -0.03 -0.08 0.04 -0.42
C -4.29773 -0.40546 2.44054 0.01 0.01 0.03 -0.61
C -1.93923 0.34743 3.14193 -0.01 -0.03 0.00 -0.40
C -1.96791 3.43616 -0.50301 0.01 -0.02 0.02 -0.41
C 3.04608 0.94972 2.42418 0.02 0.00 0.04 -0.20
C 2.38075 0.08685 1.58316 0.02 0.04 -0.04 -0.23
C -3.44905 0.52001 3.31066 -0.02 -0.04 -0.05 -0.40
C 1.79461 -1.24741 3.51650 0.03 0.05 0.13 -0.25
H -3.63202 2.41803 -1.39562 -0.04 0.01 0.00 0.22
H 0.20623 5.12427 -1.03156 -0.02 0.00 0.00 0.20
H -3.70833 1.56462 3.10614 0.01 -0.01 0.01 0.20
H -3.69802 0.34985 4.35973 -0.02 0.00 0.00 0.22
H -1.19464 -1.05052 1.00744 0.00 -0.03 0.07 0.41
H 3.69421 -0.55435 -3.74642 -0.01 -0.01 0.00 0.24
H 4.73827 -1.28600 -4.97693 0.02 0.00 0.00 0.21
H 3.06494 -3.13197 -5.07623 0.00 -0.01 -0.02 0.40
H -0.33554 5.67373 -2.61570 -0.01 -0.02 0.00 0.22
H 2.34699 0.25269 0.51191 0.00 -0.02 0.02 0.23
H 1.61976 -5.95769 -3.75796 0.00 0.00 -0.01 0.24
H -0.31704 1.07391 1.91575 0.08 -0.04 -0.02 0.20
H -4.09761 -0.27279 1.37720 -0.01 0.02 0.00 0.20
H -1.28681 6.05065 -1.18126 0.01 -0.01 -0.01 0.21
H -3.35362 1.91611 0.24759 0.01 -0.02 0.03 0.21
H -2.54818 4.20321 0.01913 -0.01 -0.02 -0.02 0.22
H 1.95096 -4.40250 -2.10648 0.00 -0.02 -0.03 0.42
H 3.55088 1.81343 2.01221 -0.01 0.00 0.02 0.23
H -1.41958 0.87941 3.94168 -0.02 0.02 0.00 0.22
H -2.04917 0.97193 -2.20151 -0.01 0.02 0.01 0.42
H 3.11841 -0.70207 -5.41710 0.00 0.00 -0.02 0.21
H -1.86913 1.78594 1.55131 -0.08 0.11 -0.03 0.21
H 3.61834 1.41760 4.44701 0.00 -0.01 -0.01 0.23
H -4.10102 -1.45332 2.68079 0.01 0.02 -0.01 0.21
H 3.00776 -5.27568 -4.59866 0.01 -0.01 0.00 0.21
H -1.11156 3.19750 0.13288 0.01 0.02 0.05 0.20
H 1.36763 -4.64265 -4.90300 0.00 0.02 0.00 0.21
H -0.82840 3.24300 -2.31707 -0.02 -0.01 -0.02 0.20
H -1.67157 -0.71084 3.25730 0.03 0.02 0.03 0.19
H 2.50866 -0.55107 5.43830 -0.01 0.00 -0.01 0.24
H -2.31534 4.16193 -2.49373 0.01 0.01 0.00 0.20
H -5.36099 -0.22538 2.60158 0.02 0.00 0.03 0.22
H -0.06194 -3.70734 1.89529 0.04 0.03 0.02 0.24
```
Forces are in eV/Å.

The HOMO-LUMO gap comes out at 8.34 eV. As for the highest occupied orbital energy: -10.58 eV. The value obtained for the total energy is -3852.514016 Eh. As for the total charge: +1.

***

No. 2
Density functional theory data (ωB97M-V/def2-TZVPD) for C4H5O5Ru as an isolated structure.

Geometry as XYZ:
```
15
Properties=species:S:1:pos:R:3:forces:R:3:nbo_charge:R:1
Ru -3.07283 -0.80998 0.97396 -0.16 -0.90 -1.47 2.05
O -1.18400 0.42454 0.07876 -1.95 1.82 1.53 -0.57
O -0.87318 0.12738 -2.14903 0.97 -0.58 0.51 -0.49
O -1.59721 -0.23141 2.11801 -1.78 -0.09 2.25 -0.54
O 0.40861 0.56379 1.65041 -1.81 -0.21 0.92 -0.32
O -1.21682 -1.61312 -0.86994 -0.03 -0.21 1.26 -0.36
C -0.82318 0.36518 1.36815 5.77 -0.43 -2.30 1.05
C -0.64640 -0.48128 -1.00849 -0.60 -0.28 -1.35 0.78
C 1.23660 -0.45242 -0.42564 0.67 -0.32 0.30 -0.23
C 1.41212 0.64221 0.58520 -0.88 0.88 -1.04 -0.16
H -0.50810 1.02354 -2.19289 0.13 0.60 -0.41 0.55
H 1.32139 1.64143 0.14449 0.26 0.03 0.22 0.27
H 1.76787 -0.28386 -1.36631 -0.22 0.01 -0.10 0.31
H 1.41233 -1.45443 -0.02305 -0.63 -0.24 -0.21 0.30
H 2.36280 0.53844 1.11636 0.25 -0.07 -0.11 0.35
```
Forces are in eV/Å.

The HOMO-LUMO gap (spin up / spin down) comes out at 8.77 / 5.01 eV. As for the highest occupied orbital energy (spin up / spin down): -24.65 / -24.88 eV. As for the expectation value of S²: 12.02. As for the multiplicity: 7. The value obtained for the total energy is -624.840494 Eh. As for the total charge: +3.

***

No. 3
Density functional theory data (ωB97M-V/def2-TZVPD) for one molecule with the formula CH4BNO2.

Geometry as XYZ:
```
9
Properties=species:S:1:pos:R:3:forces:R:3:nbo_charge:R:1
O 1.84554 -0.09424 -0.33111 -0.58 -0.04 0.64 -0.43
O -0.31730 -0.55887 -0.56892 0.35 -3.22 1.42 -0.53
N 0.77502 -0.25855 0.25276 0.85 0.81 1.59 0.38
C 0.39844 -0.24815 1.50743 -0.70 -0.19 -0.78 -0.25
B -0.85286 0.27718 -1.38527 1.70 4.86 -0.90 0.61
H -0.48507 1.44635 -1.54529 0.03 -0.81 0.60 -0.10
H -0.62268 -0.46357 1.70877 -0.70 -0.16 -0.54 0.20
H -1.63122 -0.02873 -2.06753 -2.67 -1.54 -1.83 -0.11
H 0.89011 -0.07141 2.42915 1.73 0.28 -0.20 0.22
```
Forces are in eV/Å.

The HOMO-LUMO gap comes out at 10.15 eV. As for the highest occupied orbital energy: -9.68 eV. The value obtained for the total energy is -270.449451 Eh. As for the SMILES: BO[N+](=C)[O-].

***

No. 4
Density functional theory data (ωB97M-V/def2-TZVPD) for one molecule with the formula C4H5NO.

Geometry as XYZ:
```
11
Properties=species:S:1:pos:R:3:forces:R:3:nbo_charge:R:1
O -1.80332 0.08122 1.14123 -0.38 0.04 0.73 -0.28
N -2.04247 -0.05368 -0.20523 -0.16 -1.00 0.15 -0.11
C 0.18562 -0.19583 0.24987 -0.75 0.17 0.06 -0.17
C -0.87577 -0.33762 -0.69506 -1.24 -0.84 0.75 -0.08
C -0.49021 -0.07616 1.41376 0.04 0.60 -0.03 0.13
C 1.38249 0.22590 -0.51343 -0.55 0.22 -1.15 -0.65
H 1.50003 1.30366 -0.57356 0.07 0.35 0.99 0.23
H 0.68766 0.21506 -1.49903 3.85 -0.75 0.48 0.25
H -0.75542 -0.97396 -1.56585 -0.24 0.98 -0.61 0.23
H -0.25275 -0.07053 2.46791 0.11 0.31 -0.17 0.21
H 2.36578 -0.21410 -0.22372 -0.77 -0.08 -1.20 0.24
```
Forces are in eV/Å.

The HOMO-LUMO gap comes out at 10.48 eV. As for the highest occupied orbital energy: -9.59 eV. The value obtained for the total energy is -285.271053 Eh. As for the SMILES: Cc1cnoc1.

***

Copy entry 2 word for word.
Density functional theory data (ωB97M-V/def2-TZVPD) for C4H5O5Ru as an isolated structure.

Geometry as XYZ:
```
15
Properties=species:S:1:pos:R:3:forces:R:3:nbo_charge:R:1
Ru -3.07283 -0.80998 0.97396 -0.16 -0.90 -1.47 2.05
O -1.18400 0.42454 0.07876 -1.95 1.82 1.53 -0.57
O -0.87318 0.12738 -2.14903 0.97 -0.58 0.51 -0.49
O -1.59721 -0.23141 2.11801 -1.78 -0.09 2.25 -0.54
O 0.40861 0.56379 1.65041 -1.81 -0.21 0.92 -0.32
O -1.21682 -1.61312 -0.86994 -0.03 -0.21 1.26 -0.36
C -0.82318 0.36518 1.36815 5.77 -0.43 -2.30 1.05
C -0.64640 -0.48128 -1.00849 -0.60 -0.28 -1.35 0.78
C 1.23660 -0.45242 -0.42564 0.67 -0.32 0.30 -0.23
C 1.41212 0.64221 0.58520 -0.88 0.88 -1.04 -0.16
H -0.50810 1.02354 -2.19289 0.13 0.60 -0.41 0.55
H 1.32139 1.64143 0.14449 0.26 0.03 0.22 0.27
H 1.76787 -0.28386 -1.36631 -0.22 0.01 -0.10 0.31
H 1.41233 -1.45443 -0.02305 -0.63 -0.24 -0.21 0.30
H 2.36280 0.53844 1.11636 0.25 -0.07 -0.11 0.35
```
Forces are in eV/Å.

The HOMO-LUMO gap (spin up / spin down) comes out at 8.77 / 5.01 eV. As for the highest occupied orbital energy (spin up / spin down): -24.65 / -24.88 eV. As for the expectation value of S²: 12.02. As for the multiplicity: 7. The value obtained for the total energy is -624.840494 Eh. As for the total charge: +3.

***

Question: total energy of number 3 (CH4BNO2)?
Answer: -270.449451 Eh

***

Question: What is the formula in the second record?
Answer: C4H5O5Ru

***

Question: Which value of total energy does entry 2 give?
Answer: -624.840494 Eh